A structure of composition C59H61AsKN4O5P3Si in a non-equilibrium geometry, computed with ωB97M-V/def2-TZVPD.

The value obtained for the gap between HOMO and LUMO is 4.367 eV. As for the HOMO energy: -0.8605 eV. As for the net charge: -2. The calculation puts the energy above the lowest of the compared OMol25 structures with the same formula, charge and spin at 37.7 kcal/mol.

The geometry in XYZ format:
```
135
Properties=species:S:1:pos:R:3:forces:R:3:mulliken_charge:R:1
K 1.2007 -0.3554 -0.2034 1.309 -0.255 -1.586 0.125
C 4.5423 -2.2328 -3.7221 -0.018 -0.004 0.170 -1.311
P 2.8831 -1.7060 -3.0524 -0.022 0.167 -1.546 1.357
C 2.6007 -0.5809 -4.6307 -0.027 -0.088 0.162 -2.122
C 1.8498 -3.1023 -3.7330 -0.136 0.038 0.207 -0.677
C 0.4378 -2.5922 -4.0595 0.198 0.043 0.111 -1.277
P -0.1775 -1.3878 -2.7801 -0.693 -0.263 -0.562 1.313
C -0.9039 -2.5875 -1.5880 0.067 0.110 -0.062 -0.409
C -1.7323 -0.9116 -3.6682 0.099 -0.042 0.049 -1.549
H 5.3271 -1.5453 -3.3898 -0.047 -0.024 0.018 0.209
H 4.5234 -2.2397 -4.8147 -0.011 0.010 0.004 0.470
H 4.7875 -3.2255 -3.3511 0.019 0.001 0.014 0.362
H 2.5352 -1.1559 -5.5639 0.016 0.016 0.047 0.452
H 3.4492 0.1066 -4.7172 -0.029 -0.019 0.039 0.463
H 1.6928 0.0229 -4.5280 0.044 -0.015 0.001 0.270
H 1.7797 -3.8892 -2.9790 0.083 -0.001 -0.002 -0.019
H 2.3404 -3.5389 -4.6081 -0.075 0.000 -0.061 0.510
H -0.2760 -3.4205 -4.1123 -0.031 0.001 -0.046 0.744
H 0.4212 -2.0820 -5.0259 0.017 0.048 0.028 0.409
H -1.6661 -3.1993 -2.0783 0.025 -0.041 0.002 0.555
H -1.3339 -2.0518 -0.7408 0.021 -0.088 0.043 -0.106
H -0.1144 -3.2359 -1.2015 -0.045 0.024 0.041 -0.320
H -2.2522 -1.7926 -4.0570 -0.002 0.015 -0.006 0.485
H -1.4969 -0.2353 -4.4930 -0.015 -0.005 0.019 0.377
H -2.3913 -0.3892 -2.9772 -0.022 0.001 -0.040 0.142
O 0.9888 -0.5585 5.7858 0.063 -0.032 0.241 -0.743
C 0.8500 -0.4705 4.5827 -0.015 0.070 -0.292 0.406
C 0.4142 -1.5730 3.6496 0.097 0.290 -0.103 -0.081
O 0.2424 -2.7408 3.9431 -0.121 -0.166 0.079 -0.772
C 0.2165 -0.9372 2.3247 -0.078 0.080 0.273 0.762
C 0.6548 0.4428 2.3894 -0.169 -0.146 0.259 1.311
O 0.6058 1.2285 1.3900 0.176 0.968 1.108 -0.751
C 1.0533 0.7662 3.7556 -0.089 -0.256 -0.169 -0.184
O 1.4534 1.8503 4.1808 -0.080 0.096 0.062 -0.960
O -0.2755 -1.4663 1.3000 -0.349 -0.770 0.906 -0.659
N 8.1473 1.3965 -2.6537 0.112 0.024 0.010 -0.604
C 7.0056 1.4627 -2.5402 -0.302 -0.058 0.037 -0.192
C 5.5704 1.5580 -2.4445 0.164 -0.019 -0.046 0.586
C 4.8999 2.5712 -3.1210 0.016 0.028 -0.002 -0.590
C 3.5275 2.6336 -3.0016 -0.031 0.155 -0.106 -0.812
C 2.8827 1.6764 -2.2384 -0.122 -0.139 0.051 -0.060
N 3.5063 0.6697 -1.6294 0.323 0.583 0.376 1.194
C 4.8321 0.6399 -1.7006 -0.013 -0.166 0.078 -0.915
H 5.4583 3.2862 -3.7105 -0.028 0.031 -0.003 0.473
H 2.9584 3.4181 -3.4832 -0.016 -0.030 0.009 0.529
H 1.8041 1.7191 -2.1119 0.048 0.009 -0.083 -0.049
H 5.3316 -0.1548 -1.1540 -0.025 -0.024 -0.047 0.516
C 3.9617 3.3873 3.9885 -0.019 -0.029 0.031 -0.754
N 3.7002 3.5360 2.5664 0.114 0.122 0.045 0.347
C 3.5399 4.7133 1.8769 -0.052 -0.095 0.009 -0.505
C 3.2986 4.3548 0.5797 0.036 -0.169 0.130 -0.792
N 3.3129 2.9870 0.4634 0.057 0.170 -0.235 0.198
C 3.5541 2.5347 1.6700 -0.117 0.080 -0.023 -0.950
H 3.9472 4.3727 4.4491 0.015 0.041 -0.018 0.273
H 4.9408 2.9362 4.1510 0.046 0.024 -0.031 0.283
H 3.1844 2.7691 4.4369 0.035 0.038 -0.040 0.337
H 3.5913 5.6711 2.3680 0.005 -0.050 0.005 0.414
H 3.1147 4.9939 -0.2717 0.026 -0.015 0.052 0.464
H 3.6140 1.4925 1.9505 -0.038 0.079 0.033 0.717
C -3.4481 0.3660 -0.2681 0.099 0.160 -0.167 -2.368
C -4.5096 1.4567 -0.1683 0.060 -0.019 0.023 -0.449
As -6.3190 0.7004 -0.3058 0.007 0.027 0.023 0.079
C -6.3104 -0.1536 1.4541 0.021 -0.036 0.054 0.092
C -6.1270 0.5759 2.6272 -0.011 -0.051 0.010 0.101
C -6.0329 -0.0718 3.8505 -0.012 -0.008 -0.036 -0.626
C -6.1148 -1.4578 3.9143 -0.013 0.011 -0.037 -0.455
C -6.2947 -2.1933 2.7516 -0.006 0.034 0.003 -0.567
C -6.3952 -1.5411 1.5279 0.001 0.049 0.018 -0.314
C -7.3430 2.2925 0.2043 -0.087 0.018 -0.005 0.047
C -6.8517 3.5868 0.0640 -0.009 -0.003 0.021 0.079
C -7.6420 4.6853 0.3893 -0.002 -0.033 -0.008 -0.724
C -8.9345 4.5026 0.8561 0.004 -0.035 -0.004 -0.353
C -9.4354 3.2135 1.0027 0.040 -0.001 -0.013 -0.583
C -8.6458 2.1216 0.6749 0.024 0.053 -0.010 -0.384
P -1.6497 0.8258 0.1112 -1.263 0.473 -0.365 1.387
C -2.1083 1.6681 1.6890 0.161 -0.042 0.087 0.968
C -2.4614 0.8358 2.7526 0.054 -0.044 -0.024 -0.613
C -2.7718 1.3625 4.0003 -0.026 -0.005 -0.031 -1.008
C -2.7644 2.7342 4.1993 0.021 -0.006 -0.042 -0.779
C -2.4528 3.5742 3.1371 -0.024 -0.046 -0.019 -1.020
C -2.1210 3.0459 1.8971 -0.057 -0.023 0.002 -0.175
C -1.3756 2.2393 -1.0457 0.194 0.126 0.066 1.057
C -0.2830 3.0939 -0.8141 -0.004 -0.052 0.067 -0.780
C 0.0628 4.0779 -1.7316 -0.065 -0.040 0.003 -0.486
C -0.6578 4.2297 -2.9107 -0.031 -0.052 0.038 -0.836
C -1.7172 3.3708 -3.1700 0.031 -0.010 0.038 -1.148
C -2.0656 2.3870 -2.2513 0.019 0.019 -0.015 -0.768
H -3.4907 -0.1319 -1.2409 -0.003 -0.024 0.004 1.000
H -3.6527 -0.4142 0.4715 0.022 -0.055 0.002 0.709
H -4.3846 2.2076 -0.9495 0.001 -0.024 -0.021 0.634
H -4.4415 1.9650 0.7948 0.002 0.033 -0.015 0.474
H -6.0408 1.6563 2.5879 0.015 -0.002 0.003 0.286
H -5.8701 0.5063 4.7522 0.000 -0.013 -0.022 0.398
H -6.0222 -1.9638 4.8674 0.007 0.009 -0.015 0.389
H -6.3434 -3.2744 2.7944 0.008 0.011 -0.004 0.395
H -6.5241 -2.1153 0.6176 0.001 -0.027 0.002 0.327
H -5.8407 3.7482 -0.2889 -0.007 0.019 0.014 0.312
H -7.2402 5.6858 0.2832 0.005 -0.012 -0.008 0.374
H -9.5496 5.3584 1.1073 0.012 -0.011 0.012 0.356
H -10.4418 3.0610 1.3744 0.007 -0.003 -0.004 0.361
H -9.0377 1.1175 0.7966 -0.029 0.005 0.010 0.328
H -2.4792 -0.2406 2.6075 0.081 0.022 0.037 0.442
H -2.9966 0.6917 4.8210 0.000 0.003 -0.017 0.602
H -2.9786 3.1453 5.1783 -0.019 0.003 -0.008 0.390
H -2.4560 4.6491 3.2760 0.034 -0.004 0.006 0.383
H -1.8701 3.7191 1.0876 0.032 -0.008 0.009 0.354
H 0.3082 2.9653 0.0899 -0.044 0.026 -0.054 0.315
H 0.9091 4.7228 -1.5230 -0.010 -0.023 0.023 0.460
H -0.3936 5.0022 -3.6235 0.014 -0.016 0.001 0.400
H -2.2784 3.4635 -4.0928 0.004 -0.017 -0.002 0.400
H -2.8797 1.7174 -2.4995 -0.030 0.039 0.040 0.497
C 1.7155 -7.4583 -1.4354 0.022 0.034 0.022 -0.445
C 2.9979 -7.1136 -1.8517 0.010 0.035 0.046 -0.583
C 3.5200 -5.8638 -1.5459 -0.022 0.005 0.011 -0.275
C 2.7930 -4.9110 -0.8175 -0.340 -0.028 0.186 0.259
C 1.5229 -5.3066 -0.3619 0.102 -0.054 -0.056 0.066
C 0.9876 -6.5538 -0.6728 0.042 0.053 0.001 -0.706
Si 3.3862 -3.0892 -0.6915 0.731 -0.523 0.162 -0.242
C 4.7593 -3.2343 0.6497 -0.196 0.118 0.376 0.332
C 4.4907 -2.9355 1.9989 0.151 -0.040 -0.093 -0.218
C 5.4772 -3.0128 2.9766 -0.028 0.005 -0.088 -0.651
C 6.7707 -3.3917 2.6349 -0.040 0.000 -0.018 -0.396
C 7.0657 -3.6831 1.3088 -0.043 -0.013 -0.009 -0.528
C 6.0751 -3.5967 0.3364 -0.036 0.009 0.018 -0.509
H 1.2937 -8.4224 -1.6968 0.013 -0.007 0.022 0.343
H 3.5865 -7.8191 -2.4294 0.003 0.005 0.009 0.364
H 4.5209 -5.6125 -1.8914 -0.063 0.015 -0.055 0.167
H 0.9520 -4.6229 0.2604 -0.002 -0.030 -0.041 0.492
H 0.0005 -6.8224 -0.3105 0.011 0.023 -0.012 0.382
H 2.2735 -2.4779 0.1228 0.048 -0.381 0.205 -0.485
H 3.4825 -2.6533 2.2883 0.036 -0.028 0.010 0.439
H 5.2302 -2.7885 4.0088 0.001 0.014 -0.027 0.438
H 7.5411 -3.4576 3.3949 0.000 0.009 -0.007 0.345
H 8.0746 -3.9702 1.0297 -0.015 -0.002 -0.003 0.331
H 6.3332 -3.8124 -0.6983 -0.010 0.029 0.030 0.228
```
Forces are in eV/Å.

A structure of composition C59H61Br2CsGeN8OPS3 in a non-equilibrium geometry, computed with ωB97M-V/def2-TZVPD.

The value obtained for the gap between HOMO and LUMO (spin up / spin down) is 4.716 / 3.884 eV. As for the HOMO energy (spin up / spin down): -1.5488 / -1.5484 eV. Its spin multiplicity is 2. As for the expectation value of S²: 0.752. As for the net charge: -2. The calculation puts the energy above the lowest of the compared OMol25 structures with the same formula, charge and spin at 0.0 kcal/mol.

The geometry in XYZ format:
```
137
Properties=species:S:1:pos:R:3:forces:R:3:mulliken_spin:R:1
Cs 2.4095 -0.7244 0.4034 -0.874 1.399 1.249 0.029
C 3.1218 1.5722 -2.9658 0.098 -0.068 0.044 -0.052
C 3.9421 0.3337 -3.1826 0.021 0.005 0.002 -0.007
C 4.9294 0.2688 -4.1881 0.109 -0.137 -0.027 0.001
C 5.6449 -0.8843 -4.3546 -0.024 0.066 0.018 0.000
C 5.3920 -2.0053 -3.5347 -0.197 0.143 0.130 -0.001
C 6.0459 -3.2489 -3.6454 0.176 -0.261 -0.132 0.000
Br 7.4180 -3.5165 -4.9560 -0.071 0.029 0.043 0.000
C 5.7086 -4.3033 -2.8374 0.047 0.264 -0.123 0.000
C 4.7253 -4.1385 -1.8706 -0.196 -0.010 0.181 0.000
Br 4.2836 -5.6232 -0.7655 0.079 0.032 -0.082 0.000
C 4.0153 -2.9368 -1.6314 0.151 -0.527 -0.010 -0.001
O 3.1438 -2.8033 -0.7333 0.592 -1.373 -1.144 -0.003
C 4.3823 -1.8473 -2.5438 0.221 -0.197 -0.210 -0.001
N 3.6994 -0.6940 -2.4033 -0.146 0.085 -0.035 0.003
H 3.3211 2.3219 -3.7307 -0.039 -0.007 0.035 0.002
H 3.3246 2.0137 -1.9863 0.010 -0.003 0.001 0.003
H 2.0595 1.3226 -2.9845 0.043 0.009 -0.022 0.062
H 5.1157 1.1265 -4.8217 -0.012 0.028 0.021 0.000
H 6.4100 -0.9572 -5.1163 -0.011 0.027 -0.019 0.000
H 6.2033 -5.2575 -2.9498 0.010 -0.015 0.026 0.000
S 2.5432 2.3159 1.6130 -0.259 1.002 0.041 0.001
C 3.6184 2.1077 2.9344 -0.061 -0.470 -0.312 0.000
S 4.2539 0.5474 3.2072 0.228 -0.136 0.401 0.000
C 3.9562 3.2053 3.7699 -0.034 -0.008 -0.140 0.000
C 3.4893 4.5065 3.4908 -0.035 0.270 -0.120 0.000
N 3.0948 5.5832 3.3070 0.094 -0.090 0.034 0.000
C 4.8048 3.1053 4.8971 0.146 -0.076 0.234 0.000
N 5.4745 3.0991 5.8420 -0.048 0.001 -0.065 0.000
N -2.9598 -2.1667 -2.3870 0.180 0.185 0.069 0.011
C -3.3862 -1.2817 -1.3992 0.044 0.068 0.061 -0.007
C -4.7677 -1.2025 -1.1650 -0.107 0.066 0.039 -0.009
C -5.2251 -0.3359 -0.1923 0.005 -0.129 -0.101 0.003
C -4.3135 0.4226 0.5244 0.103 0.056 0.134 0.015
C -2.9711 0.2737 0.2172 -0.053 -0.070 0.121 0.010
N -2.5113 -0.5562 -0.7159 0.086 -0.207 -0.250 0.043
C -1.6965 -2.4653 -2.9053 0.176 -0.049 -0.027 -0.012
C -1.6493 -3.4108 -3.9422 -0.043 -0.036 -0.038 -0.004
C -0.4242 -3.7493 -4.4785 -0.084 0.060 0.041 0.001
C 0.7209 -3.1381 -3.9887 0.083 -0.012 0.007 0.006
C 0.5706 -2.2157 -2.9682 0.020 -0.016 -0.102 0.004
N -0.6039 -1.8842 -2.4305 -0.284 0.106 0.061 0.011
H -3.7104 -2.6086 -2.8842 -0.061 -0.077 0.001 0.000
H -5.4621 -1.8032 -1.7409 0.020 -0.011 -0.014 0.000
H -6.2876 -0.2507 0.0014 -0.009 -0.021 -0.013 0.000
H -4.6252 1.1210 1.2900 0.042 0.001 -0.005 0.000
H -2.2172 0.8629 0.7311 -0.058 -0.049 0.078 -0.046
H -2.5612 -3.8670 -4.3110 -0.001 -0.007 0.021 0.000
H -0.3621 -4.4828 -5.2727 -0.019 -0.001 -0.009 0.000
H 1.7015 -3.3741 -4.3797 0.012 0.026 0.050 0.000
H 1.4362 -1.7070 -2.5628 0.081 -0.018 0.075 0.001
C -2.5990 -2.0297 2.9542 -0.095 -0.046 0.009 0.000
C -1.7638 -3.2974 2.8005 0.182 0.107 -0.099 0.000
C -1.9286 -3.8125 1.3616 -0.004 0.087 0.095 -0.001
C -2.2551 -4.3639 3.7760 0.003 0.069 -0.061 0.000
P 0.0701 -2.8044 2.8985 -0.264 -0.303 0.451 0.000
C 0.7928 -4.4888 3.1068 0.140 0.096 -0.195 0.000
C 0.8041 -5.2499 4.2762 0.028 -0.067 -0.011 0.000
C 1.3873 -6.5075 4.3040 -0.031 0.032 0.041 0.000
C 1.9619 -7.0355 3.1559 -0.023 -0.038 -0.007 0.000
C 1.9527 -6.2983 1.9827 0.032 -0.090 0.045 0.000
C 1.3810 -5.0328 1.9619 -0.040 0.026 0.037 0.000
C 0.3963 -1.9057 4.5345 0.068 0.086 -0.128 0.000
C 0.2315 -0.4150 4.1855 -0.010 -0.053 -0.074 0.000
C 1.8852 -2.1360 4.8401 -0.117 -0.081 -0.039 0.000
C -0.4426 -2.2112 5.7779 0.058 -0.027 -0.127 0.000
H -3.6279 -2.2159 2.6268 -0.004 -0.006 0.008 0.000
H -2.1946 -1.2350 2.3346 0.002 0.205 -0.089 0.000
H -2.6307 -1.6806 3.9877 -0.010 0.008 -0.063 0.000
H -2.9800 -4.0595 1.1744 0.010 -0.006 0.003 0.000
H -1.3275 -4.7075 1.1866 -0.019 -0.006 -0.006 0.000
H -1.6175 -3.0453 0.6491 -0.039 -0.030 -0.074 0.001
H -3.3254 -4.5301 3.6059 0.005 -0.017 0.012 0.000
H -2.1254 -4.0587 4.8149 -0.008 -0.039 -0.010 0.000
H -1.7373 -5.3099 3.6198 -0.023 -0.028 0.038 0.000
H 0.3507 -4.8679 5.1790 0.013 0.039 0.020 0.000
H 1.3946 -7.0750 5.2274 -0.003 -0.002 -0.007 0.000
H 2.4165 -8.0190 3.1814 0.019 0.018 -0.016 0.000
H 2.4163 -6.6959 1.0896 -0.062 0.033 -0.010 0.000
H 1.3987 -4.4540 1.0437 0.110 0.014 0.016 0.000
H 0.9184 -0.1375 3.3851 0.040 0.177 0.006 0.000
H 0.4780 0.2008 5.0557 0.018 -0.008 0.005 0.000
H -0.7838 -0.1663 3.8656 0.033 0.003 0.022 0.000
H 2.4858 -2.0452 3.9317 0.091 0.069 0.082 0.000
H 2.0632 -3.1204 5.2751 0.009 -0.014 -0.014 0.000
H 2.2404 -1.3754 5.5391 0.012 0.034 -0.044 0.000
H -1.4859 -1.9219 5.6416 0.022 -0.039 0.069 0.000
H -0.0387 -1.6258 6.6101 -0.031 0.022 0.008 0.000
H -0.4071 -3.2596 6.0723 -0.019 -0.003 0.023 0.000
C -2.4757 2.4788 4.5958 0.061 -0.054 -0.002 -0.001
N -1.2001 3.1094 4.4187 0.047 -0.006 -0.123 0.000
C -0.5707 3.8312 5.5080 0.044 -0.002 0.018 0.000
C 0.6735 4.4154 4.8373 -0.021 0.056 0.120 0.000
N 0.3053 4.3700 3.4298 -0.038 -0.016 0.059 0.000
C -0.7046 3.5148 3.2080 0.154 0.159 0.549 0.004
S -1.2837 3.0405 1.7307 -0.321 -0.052 -0.549 0.009
H -2.4011 1.6780 5.3362 0.001 0.010 0.001 0.000
H -2.7767 2.0595 3.6382 -0.042 -0.027 0.011 0.001
H -3.2373 3.1968 4.9292 0.012 0.009 -0.006 0.000
H -0.3170 3.1567 6.3279 -0.033 0.005 0.027 0.000
H -1.2432 4.6094 5.8974 -0.018 0.001 -0.050 0.000
H 1.5557 3.8040 5.0317 0.008 -0.056 -0.066 0.000
H 0.8903 5.4366 5.1431 0.020 -0.035 0.032 0.000
H 1.0321 4.5112 2.7364 -0.048 -0.175 -0.123 0.000
C -0.5332 1.0567 -4.7527 0.114 -0.485 0.731 0.088
Ge -0.8482 1.9005 -2.9389 -0.320 1.471 -1.643 0.562
C 0.2942 3.5467 -2.9168 0.144 -0.485 0.578 0.048
C 1.0955 3.9508 -3.9805 -0.113 -0.089 -0.214 0.001
C 1.8978 5.0788 -3.8809 -0.048 0.104 0.030 -0.006
C 1.9218 5.8115 -2.7011 0.008 -0.074 -0.004 0.020
C 1.1471 5.4073 -1.6219 0.020 0.141 -0.042 -0.001
C 0.3438 4.2830 -1.7304 -0.139 -0.092 -0.027 0.059
C -2.6829 2.7748 -3.1016 0.084 -0.551 0.579 0.019
C -3.5231 2.6199 -2.0275 0.163 0.074 -0.067 -0.015
C -4.8802 2.9992 -2.0604 -0.109 0.061 -0.047 0.017
C -5.4139 3.5268 -3.1990 -0.025 -0.019 0.146 0.001
C -4.5789 3.7971 -4.3083 0.222 -0.039 -0.035 -0.002
C -5.0798 4.4400 -5.4657 -0.015 0.048 -0.060 0.004
C -4.2530 4.7837 -6.4975 -0.086 0.017 0.021 -0.002
C -2.8733 4.5122 -6.4114 0.041 -0.050 0.016 -0.001
C -2.3667 3.8677 -5.3174 0.019 -0.038 -0.069 -0.029
C -3.1981 3.4569 -4.2456 -0.007 0.039 -0.139 0.122
H -0.7959 1.7047 -5.5861 -0.044 0.113 0.124 0.014
H -1.1255 0.1416 -4.8199 -0.009 0.032 -0.022 -0.009
H 0.5163 0.7659 -4.8345 -0.014 0.031 -0.013 -0.006
H 1.0954 3.3842 -4.9083 0.046 -0.023 0.040 0.001
H 2.5126 5.3847 -4.7193 -0.006 -0.018 -0.022 -0.001
H 2.5610 6.6818 -2.6173 -0.004 -0.002 0.015 0.001
H 1.1790 5.9636 -0.6938 0.016 -0.066 0.037 0.000
H -0.2439 3.9657 -0.8742 0.075 0.055 0.051 -0.007
H -3.1310 2.2021 -1.1144 -0.063 -0.090 0.039 0.013
H -5.4883 2.8478 -1.1769 -0.042 -0.031 -0.023 0.001
H -6.4677 3.7759 -3.2623 0.013 0.037 0.016 0.000
H -6.1376 4.6781 -5.5034 0.004 0.001 -0.015 0.000
H -4.6467 5.2889 -7.3714 -0.023 -0.010 0.010 -0.001
H -2.2192 4.8234 -7.2167 0.042 -0.002 0.039 0.000
H -1.3047 3.6901 -5.2290 -0.010 0.058 -0.068 0.029
```
Forces are in eV/Å.

Question: What is the net charge in the second record?
Answer: -2